Record 1
Entry from OMol25: a structure of composition C20H28LuO4S2 (the ωB97M-V functional and the def2-TZVPD basis).

Each line ends with the Löwdin charge.
Element x y z (Å)
Lu 0.84889 1.13824 0.15956  1.82
C 2.36646 1.81630 3.06427  0.02
O 1.44827 2.25487 1.99979  -0.36
C 1.68777 3.65802 1.64879  -0.13
C 0.66542 4.07982 0.63066  -0.13
O 0.82285 3.22315 -0.53850  -0.37
C 0.27221 3.80229 -1.76715  0.02
H 2.38505 2.59484 3.82266  0.12
H 3.35657 1.66319 2.63688  0.11
H 1.95916 0.89475 3.46954  0.09
H 2.70451 3.74340 1.25661  0.16
H 1.58775 4.26398 2.55051  0.16
H 0.83367 5.11881 0.34232  0.16
H -0.35924 3.98401 1.00506  0.16
H 0.80008 4.73184 -1.96800  0.12
H -0.79540 3.96967 -1.63531  0.12
H 0.46432 3.08586 -2.56187  0.10
O 2.47125 0.22444 -0.68520  -0.66
S 2.90819 -1.26970 -0.93133  1.17
C 1.41849 -1.97989 -1.66464  -0.31
C 0.91434 -1.19041 -2.86441  -0.22
C -0.48430 -1.63168 -3.29517  -0.20
C -1.60557 -1.49442 -2.27144  -0.29
S -2.02262 0.19072 -1.76805  1.14
O -0.91838 0.55640 -0.69401  -0.71
C -3.50432 -0.08352 -0.88464  -0.43
C -3.53801 -0.57523 0.41541  -0.07
C -4.77379 -0.80629 0.99230  -0.03
C -5.93952 -0.56515 0.27055  -0.01
C -5.88725 -0.07658 -1.02703  -0.02
C -4.65879 0.18697 -1.61670  -0.07
C 2.84626 -1.97673 0.67443  -0.41
C 1.83010 -1.64133 1.57382  -0.12
C 1.77763 -2.23771 2.81699  -0.04
C 2.75807 -3.17304 3.16319  -0.01
C 3.77158 -3.49187 2.27831  0.00
C 3.82976 -2.88799 1.02272  -0.03
H 0.68144 -2.05103 -0.85938  0.08
H 1.70585 -3.00187 -1.92872  0.13
H 1.59386 -1.31743 -3.70872  0.14
H 0.91562 -0.11730 -2.64438  0.08
H -0.46929 -2.68671 -3.58066  0.14
H -0.75725 -1.09030 -4.20261  0.13
H -1.47927 -2.07164 -1.35141  0.11
H -2.54549 -1.83329 -2.71622  0.12
H -2.62712 -0.77709 0.96720  0.11
H -4.83364 -1.18127 2.00463  0.13
H -6.89959 -0.75502 0.73092  0.13
H -6.79887 0.11737 -1.57431  0.13
H -4.60834 0.59932 -2.61670  0.12
H 1.00910 -0.95039 1.31578  0.06
H 0.98662 -1.99604 3.51420  0.13
H 2.72063 -3.64767 4.13423  0.13
H 4.53165 -4.20861 2.55703  0.14
H 4.63263 -3.13104 0.33820  0.13

Values from the calculation:
Total energy ... -3110.8591 Eh
LUMO level ... -9.2 eV
HOMO-LUMO gap ... 8.283 eV
Net charge ... +3
Highest occupied orbital energy ... -17.5 eV
Spin multiplicity ... 1


Record 2
Entry from OMol25: a structure of composition C41H67N3O2P2Si6Sn at a distorted geometry (the ωB97M-V functional and the def2-TZVPD basis).

Each line ends with the Löwdin charge.
Element x y z (Å)
Sn -0.01255 -1.51512 -0.21163  0.96
C 0.70467 0.71374 -5.32596  -0.19
Si 0.71172 -0.45401 -3.80451  0.33
C 0.02579 -2.09561 -4.49762  -0.18
C 2.54364 -0.67562 -3.36456  -0.19
N -0.03905 0.04393 -2.35018  -0.36
P -1.51687 0.74038 -2.22696  0.57
C -2.32002 0.90611 -0.74483  -0.44
P -1.79914 2.06210 0.38395  0.61
N -0.56643 1.70546 1.36415  -0.28
Si 0.16106 2.52150 2.65880  0.32
C 2.04487 2.35887 2.47106  -0.19
C -0.13944 4.37312 3.05822  -0.18
C -0.31886 1.66534 4.29142  -0.18
C -3.27721 2.24683 1.47654  -0.27
C -3.52481 3.38707 2.23777  -0.11
C -4.58729 3.42928 3.13016  -0.11
C -5.41022 2.32376 3.28621  -0.13
C -5.16785 1.17759 2.53839  -0.10
C -4.11321 1.14389 1.64016  -0.09
C -1.59039 3.79839 -0.17039  -0.29
C -0.30144 4.31709 -0.26071  -0.12
C -0.08766 5.60894 -0.71329  -0.11
C -1.16043 6.39041 -1.11266  -0.11
C -2.44496 5.86098 -1.08148  -0.10
C -2.65656 4.57022 -0.62570  -0.09
C -2.68243 -0.35360 -3.15100  -0.29
C -3.45064 -1.25213 -2.41433  -0.10
C -4.31296 -2.13726 -3.04281  -0.10
C -4.41430 -2.14179 -4.42854  -0.12
C -3.63575 -1.27018 -5.17424  -0.11
C -2.77109 -0.38941 -4.54014  -0.12
C -1.49773 2.20891 -3.32250  -0.30
C -0.32366 2.93931 -3.46791  -0.13
C -0.30538 4.09527 -4.23180  -0.10
C -1.46337 4.54369 -4.84700  -0.11
C -2.64942 3.84376 -4.67070  -0.10
C -2.67052 2.69594 -3.89737  -0.09
H 1.06738 0.18228 -6.20991  0.02
H -0.28951 1.10084 -5.55290  0.00
H 1.34850 1.58007 -5.16453  0.01
H 0.81839 -2.84178 -4.58247  0.01
H -0.72814 -2.51031 -3.82562  0.03
H -0.43561 -1.97839 -5.48038  0.02
H 2.96613 -1.53397 -3.89238  0.02
H 3.14062 0.20390 -3.61506  0.02
H 2.63862 -0.86129 -2.29528  -0.01
H 2.43449 3.05218 1.72188  0.01
H 2.55711 2.56898 3.41416  0.01
H 2.30704 1.34622 2.16000  -0.01
H -0.12014 4.99656 2.16327  0.00
H -1.10802 4.52100 3.54089  0.01
H 0.62833 4.74652 3.74100  0.02
H 0.13146 0.67386 4.34234  -0.01
H 0.02794 2.23420 5.15849  0.02
H -1.40316 1.55514 4.37545  0.03
H -2.87685 4.24721 2.11621  0.09
H -4.77345 4.32573 3.71207  0.09
H -6.23566 2.35328 3.98898  0.08
H -5.80287 0.30738 2.66048  0.09
H -3.91506 0.26515 1.04055  0.08
H 0.52411 3.68613 0.04990  0.09
H 0.91933 6.00962 -0.75847  0.10
H -0.99460 7.40105 -1.46796  0.09
H -3.28180 6.46498 -1.41383  0.09
H -3.65496 4.14756 -0.61420  0.11
H -3.37560 -1.22102 -1.33312  0.07
H -4.91383 -2.81941 -2.45264  0.09
H -5.09444 -2.82764 -4.92053  0.09
H -3.69794 -1.27616 -6.25723  0.09
H -2.15871 0.27922 -5.13264  0.09
H 0.57308 2.56285 -2.99072  0.10
H 0.61759 4.65086 -4.35310  0.10
H -1.44500 5.44445 -5.44993  0.09
H -3.55907 4.19607 -5.14496  0.09
H -3.59752 2.15701 -3.74033  0.11
O -1.20556 -0.91099 2.26103  -0.23
H -0.96701 -0.97995 3.19266  0.01
H -0.97659 0.01737 2.00192  -0.05
O 1.64802 -4.57892 -3.09716  0.03
C 1.40185 -3.75748 -2.26578  -0.58
N 1.18324 -2.96894 -1.40454  -0.09
C -0.96890 -4.20787 2.91496  -0.22
Si 0.29410 -4.09322 1.46725  0.41
C -0.72844 -4.98141 0.10546  -0.25
C 1.56071 -5.47927 1.89289  -0.24
Si 2.05207 -1.90433 1.46055  0.35
Si 4.29392 -2.30445 0.61533  0.35
C 4.95774 -0.53585 0.28125  -0.24
C 5.74663 -3.10363 1.60226  -0.24
C 4.44517 -3.20762 -1.05234  -0.23
Si 2.65819 -2.25880 3.78298  0.36
C 3.70352 -0.79959 4.46348  -0.23
C 3.67752 -3.77804 4.38454  -0.22
C 1.20236 -2.31024 5.03011  -0.22
H -1.45221 -5.18681 2.95054  0.02
H -1.74560 -3.45005 2.79101  0.02
H -0.49831 -4.03844 3.88310  -0.02
H -0.07856 -5.29433 -0.71283  0.01
H -1.24995 -5.86186 0.48844  0.02
H -1.47677 -4.31101 -0.32606  0.00
H 1.08330 -6.46322 1.89711  0.02
H 2.01790 -5.31957 2.87082  -0.03
H 2.36173 -5.49793 1.15101  0.02
H 4.97760 0.05964 1.19740  0.01
H 4.29912 -0.02069 -0.42178  0.01
H 5.96457 -0.52919 -0.14278  0.02
H 5.94193 -2.57597 2.53862  0.00
H 6.67007 -3.09634 1.01941  0.02
H 5.52261 -4.14279 1.85377  0.01
H 3.77923 -2.74926 -1.78189  -0.02
H 4.13961 -4.25237 -0.96506  0.02
H 5.46063 -3.18161 -1.45432  0.02
H 4.63199 -0.68052 3.89922  0.01
H 3.96334 -0.92045 5.51762  0.02
H 3.14490 0.13258 4.36294  0.00
H 4.70540 -3.73074 4.02355  -0.01
H 3.25062 -4.70838 4.00505  -0.01
H 3.70591 -3.84738 5.47353  0.02
H 0.61810 -1.39015 4.99404  0.00
H 1.54217 -2.44714 6.05881  0.02
H 0.52382 -3.13025 4.79637  -0.02

Values from the calculation:
Total energy ... -4551.4351 Eh
LUMO level ... 4.3 eV
HOMO-LUMO gap ... 5.895 eV
Net charge ... -2
Highest occupied orbital energy ... -1.6 eV
Spin multiplicity ... 1


Record 3
Entry from OMol25: a structure of composition C3H4N2O at a distorted geometry (the ωB97M-V functional and the def2-TZVPD basis).

Each line ends with the Löwdin charge.
Element x y z (Å)
C 0.73903 0.83809 -0.45419  -0.07
C 0.18272 -0.27406 0.04673  -0.34
C 0.43583 -1.56135 0.45098  -0.12
N -0.43054 1.59123 -0.36894  0.07
N -1.03762 0.33532 0.08240  0.05
O -0.63917 -2.33008 0.75972  -0.07
H 1.83803 1.06837 -0.71925  0.14
H 1.44699 -1.92980 0.57885  0.12
H -0.75658 1.99856 -1.15000  0.07
H -1.77869 0.26371 0.77370  0.15

Values from the calculation:
Total energy ... -301.3153 Eh
LUMO level ... -0.2 eV
HOMO-LUMO gap ... 8.575 eV
Net charge ... 0
Highest occupied orbital energy ... -8.8 eV
Spin multiplicity ... 1


Record 4
Entry from OMol25: a cluster of 2 separate species, C4H8O2 in total (the ωB97M-V functional and the def2-TZVPD basis).

Each line ends with the Löwdin charge.
Element x y z (Å)
C 2.03162 0.45693 0.31692  0.04
C 0.97540 -0.25624 0.68755  -0.08
C -0.43008 0.17597 0.46844  -0.59
O -0.51955 1.32707 -0.29128  0.02
C -1.53724 -0.78682 0.50403  -0.06
O -1.28365 0.11486 1.59094  0.01
H 1.91477 1.41237 -0.18505  0.07
H 3.04170 0.10721 0.50927  0.06
H 1.08442 -1.21195 1.19572  0.11
H -1.39284 1.70828 -0.12665  0.12
H -2.43763 -0.57435 -0.07322  0.12
H -1.36148 -1.83965 0.72491  0.12
H 0.14152 -0.49119 -2.93213  0.04
H -0.22697 -0.14251 -2.38945  0.02

Values from the calculation:
Total energy ... -307.5896 Eh
LUMO level ... 0.9 eV
HOMO-LUMO gap ... 10.772 eV
Net charge ... 0
Highest occupied orbital energy ... -9.8 eV
Structure (SMILES) ... C=C[C@@]1(O)CO1.[H][H]
Spin multiplicity ... 1